# C22H14F6N4O8SSbV

A molecular structure, C22H14F6N4O8SSbV (ωB97M-V/def2-TZVPD, the Open Molecules 2025 dataset).

Structure (XYZ):
```
57
Properties=species:S:1:pos:R:3:forces:R:3
V 0.465 -0.249 1.081 -1.003 1.559 0.068
O 3.254 -1.488 -0.938 0.035 0.078 -0.228
S 2.879 -1.293 0.410 -0.711 0.272 -0.244
O 2.364 0.100 0.776 0.336 -0.739 -0.074
N 1.300 -1.879 0.694 0.856 -0.844 -0.687
C 0.717 -2.936 0.052 0.257 0.161 -0.055
C 1.309 -4.151 -0.333 -0.071 0.172 0.053
C 0.511 -5.071 -0.973 -0.459 -0.013 -0.149
C -0.867 -4.810 -1.247 0.355 -0.039 0.067
C -1.471 -3.572 -0.885 -0.065 -0.349 -0.149
C -2.803 -3.195 -1.135 -0.078 0.081 -0.008
C -3.215 -1.928 -0.757 0.028 -0.094 -0.044
C -2.310 -1.053 -0.160 0.206 0.031 0.047
N -1.041 -1.417 0.078 0.078 0.034 0.138
C -0.653 -2.651 -0.254 0.204 0.134 0.121
C 3.945 -1.948 1.517 0.365 -0.113 0.382
C 5.162 -2.429 0.998 -0.108 0.030 0.245
C 6.047 -2.993 1.893 0.064 -0.042 0.077
C 5.714 -3.081 3.242 0.014 -0.020 -0.011
C 4.502 -2.587 3.736 0.078 -0.052 0.064
C 3.598 -2.005 2.881 0.218 0.050 -0.200
H 2.349 -4.362 -0.123 -0.003 0.009 0.008
H 0.931 -6.021 -1.279 -0.039 -0.012 -0.008
H -1.458 -5.567 -1.752 0.019 -0.008 0.004
H -3.491 -3.878 -1.619 0.006 -0.002 0.000
H -4.231 -1.597 -0.927 0.003 0.005 -0.007
H -2.598 -0.049 0.125 -0.010 0.000 0.042
H 5.400 -2.344 -0.053 -0.036 -0.014 -0.021
H 7.000 -3.363 1.540 0.001 -0.016 0.018
H 6.413 -3.544 3.928 0.009 0.031 0.010
H 4.277 -2.657 4.791 0.023 -0.017 -0.003
H 2.668 -1.602 3.253 -0.036 -0.047 -0.041
F -0.776 -0.360 2.294 -0.663 -0.026 0.571
Sb 0.122 0.328 4.514 -0.046 -0.500 -0.762
F -1.445 -0.212 5.246 -0.660 -0.154 0.552
F -0.660 1.820 3.836 -0.144 0.917 -0.187
F 1.376 0.741 5.738 0.476 0.431 0.612
F 1.316 0.515 2.923 -0.188 -0.018 -0.581
F 0.583 -1.436 4.241 0.299 -0.743 -0.041
O 0.312 3.241 -0.108 -0.217 -0.210 0.394
C 0.526 2.280 -0.696 0.771 1.491 -1.130
O 0.048 0.919 0.026 -0.059 -0.846 1.206
C 1.172 1.908 -1.942 -0.230 -0.585 -0.043
C 1.032 0.607 -2.412 -0.015 0.073 0.053
C 1.668 0.234 -3.563 0.281 -0.001 0.217
C 2.426 1.123 -4.304 0.036 0.018 -0.015
C 2.513 2.423 -3.826 -0.123 -0.248 0.160
C 1.913 2.851 -2.659 -0.048 -0.028 0.103
N 3.298 3.401 -4.599 0.280 0.570 -0.615
O 3.782 3.009 -5.633 -0.032 -0.194 0.135
O 3.368 4.520 -4.149 -0.060 -0.102 0.217
N 1.536 -1.181 -3.953 -1.035 0.000 -0.855
O 2.086 -1.541 -4.953 0.434 -0.027 0.154
O 0.743 -1.861 -3.303 0.383 -0.063 0.429
H 0.419 -0.130 -1.926 0.002 -0.022 0.034
H 2.932 0.833 -5.216 0.007 0.020 -0.001
H 2.033 3.876 -2.331 0.015 0.019 -0.023
```
Forces are in eV/Å.

Output
- HOMO (spin up / spin down) (eV) = -18.094 / -18.094
- multiplicity = 2
- total charge = +3
- energy above the lowest of the compared OMol25 structures with the same formula, charge and spin (kcal/mol) = 32.97

# C36H37N2O2

2 unconnected molecules or ions with the total composition C36H37N2O2 (ωB97M-V/def2-TZVPD, the Open Molecules 2025 dataset).

Structure (XYZ):
```
77
Properties=species:S:1:pos:R:3:forces:R:3
C 5.641 0.058 3.656 0.241 -0.097 0.104
O 4.992 1.061 2.916 -1.409 0.314 -0.076
C 3.611 1.132 3.117 0.398 -0.021 -0.160
C 2.894 2.052 2.346 0.926 -0.244 -0.037
C 1.536 2.165 2.466 -0.417 -0.448 0.466
C 0.822 1.340 3.342 0.319 -0.280 0.230
C -0.635 1.410 3.361 -0.994 -0.884 -0.221
C -1.471 0.328 3.293 -0.357 1.871 -0.710
N -2.863 0.498 3.190 -0.758 -0.379 0.330
C -3.514 1.807 2.936 0.736 -0.576 0.263
C -5.018 1.536 2.758 -0.003 -0.030 0.109
C -5.182 -0.001 2.674 0.050 0.000 0.140
C -3.764 -0.592 2.739 0.663 0.164 0.087
C -0.915 -1.033 3.135 -0.255 -0.604 0.129
C -0.078 -1.328 2.059 -0.358 0.362 0.126
C 0.452 -2.587 1.900 -0.026 -0.072 -0.060
C 0.141 -3.582 2.805 0.194 -0.301 0.038
C -0.687 -3.312 3.877 0.043 -0.245 0.058
C -1.211 -2.049 4.041 -0.041 0.416 -0.176
C 1.541 0.426 4.123 -0.704 0.726 -0.411
C 2.905 0.332 4.022 1.114 0.068 -0.264
H 6.692 0.046 3.373 -0.102 0.150 -0.075
H 5.563 0.272 4.722 0.060 -0.141 0.160
H 5.207 -0.917 3.435 0.016 -0.166 0.082
H 3.430 2.645 1.626 0.216 0.223 -0.106
H 0.988 2.863 1.856 -0.073 0.225 -0.166
H -1.072 2.393 3.303 -0.096 0.244 0.063
H -3.305 2.492 3.763 -0.049 -0.049 -0.059
H -3.071 2.245 2.036 0.025 0.149 -0.160
H -5.589 1.942 3.600 0.179 -0.126 -0.129
H -5.410 2.033 1.863 0.196 -0.106 0.137
H -5.791 -0.373 3.506 0.199 0.119 -0.128
H -5.703 -0.308 1.759 0.209 0.060 0.153
H -3.419 -0.943 1.760 -0.160 -0.135 -0.128
H -3.700 -1.441 3.428 -0.090 0.141 -0.177
H 0.159 -0.547 1.359 0.096 0.276 -0.179
H 1.105 -2.794 1.068 0.189 -0.048 -0.126
H 0.565 -4.564 2.687 0.060 -0.232 -0.015
H -0.915 -4.090 4.588 -0.042 -0.092 0.100
H -1.853 -1.834 4.876 -0.152 0.060 0.260
H 1.003 -0.209 4.805 -0.025 -0.108 0.199
H 3.438 -0.364 4.642 0.013 -0.184 0.159
C 2.998 4.976 -2.548 -0.164 0.687 0.078
O 3.635 3.749 -2.823 -0.954 -2.411 0.544
C 2.900 2.621 -2.470 0.668 0.865 -0.445
C 1.605 2.667 -1.929 0.296 0.699 -0.110
C 0.912 1.519 -1.666 0.130 -0.744 -0.150
C 1.486 0.248 -1.907 -0.090 0.265 0.171
C 0.745 -0.958 -1.765 -1.414 0.560 -1.109
C -0.643 -1.079 -2.029 1.607 -0.289 0.809
C -1.477 -2.243 -1.814 -0.369 -0.345 -0.131
C -1.266 -3.460 -1.154 0.068 0.580 -0.248
C -2.281 -4.386 -1.128 -0.132 -0.064 -0.056
C -3.505 -4.125 -1.754 0.169 -0.066 0.120
C -3.730 -2.940 -2.415 -0.033 0.770 -0.374
C -2.712 -1.986 -2.437 0.545 -0.492 0.545
N -2.646 -0.705 -3.011 1.486 0.687 0.224
C -3.660 -0.067 -3.843 0.015 0.199 -0.072
C -1.417 -0.166 -2.757 -1.509 -0.701 -0.345
C 2.817 0.210 -2.382 -0.389 -0.007 0.280
C 3.486 1.362 -2.684 0.300 0.449 -0.282
H 3.658 5.784 -2.864 0.050 -0.263 -0.010
H 2.063 5.050 -3.104 -0.047 0.100 0.011
H 2.812 5.070 -1.478 -0.051 0.112 0.018
H 1.150 3.618 -1.721 -0.137 0.099 0.095
H -0.077 1.566 -1.247 -0.154 0.108 0.213
H 1.305 -1.870 -1.638 0.056 -0.264 0.285
H -0.324 -3.653 -0.675 0.159 -0.102 0.152
H -2.130 -5.330 -0.627 -0.010 -0.066 0.057
H -4.287 -4.865 -1.714 -0.110 -0.099 -0.041
H -4.660 -2.743 -2.918 -0.279 -0.076 -0.011
H -4.543 -0.692 -3.940 0.116 -0.115 0.124
H -3.953 0.882 -3.401 -0.052 0.008 0.066
H -3.260 0.124 -4.837 0.021 -0.071 -0.034
H -1.078 0.770 -3.166 -0.297 0.107 -0.181
H 3.271 -0.750 -2.558 0.200 -0.144 -0.061
H 4.460 1.321 -3.139 0.271 0.024 0.035
```
Forces are in eV/Å.

Output
- HOMO (eV) = -8.891
- multiplicity = 1
- total charge = +1
- energy above the lowest of the compared OMol25 structures with the same formula, charge and spin (kcal/mol) = 0.00

# C4H9NO2

C4H9NO2 in the gas phase (ωB97M-V/def2-TZVPD, the Open Molecules 2025 dataset).

Structure (XYZ):
```
16
Properties=species:S:1:pos:R:3:forces:R:3
C 1.866 -0.268 -1.217 -0.080 -0.075 -0.205
N 2.000 0.675 -0.129 -0.322 0.085 0.176
C 1.207 1.028 0.779 0.432 0.027 -0.052
O -0.043 0.612 1.178 0.253 -0.134 -0.191
C -1.275 0.721 0.444 -0.035 -0.113 -0.091
C -1.863 -0.681 0.447 -0.230 0.126 0.139
O -1.087 -1.545 -0.356 0.138 -0.060 0.147
H 1.220 -1.143 -1.083 0.050 0.258 0.179
H 1.498 0.260 -2.100 0.010 -0.027 0.011
H 2.868 -0.638 -1.464 -0.208 0.115 0.079
H 1.616 1.724 1.515 -0.222 0.031 -0.038
H -1.917 1.423 0.995 0.139 -0.160 -0.171
H -1.133 1.087 -0.583 0.167 -0.131 0.272
H -1.873 -1.031 1.493 -0.121 0.073 -0.230
H -2.889 -0.707 0.060 0.258 0.123 0.035
H -0.196 -1.516 0.022 -0.228 -0.139 -0.062
```
Forces are in eV/Å.

Output
- SMILES = C/N=C\OCCO
- HOMO (eV) = -9.649
- multiplicity = 1
- energy above the lowest of the compared OMol25 structures with the same formula, charge and spin (kcal/mol) = 62.36

# C2H6O

2 unconnected molecules or ions with the total composition C2H6O (ωB97M-V/def2-TZVPD, the Open Molecules 2025 dataset).

Structure (XYZ):
```
9
Properties=species:S:1:pos:R:3:forces:R:3
C -2.266 1.239 2.890 -0.439 0.396 1.779
C -2.459 0.688 1.718 0.122 -0.322 -1.297
H -2.995 1.161 3.700 -0.434 0.044 -0.551
H -1.442 1.820 3.291 0.608 -0.408 -0.773
H -3.405 0.279 1.377 -0.101 -0.243 0.622
H -1.720 0.594 0.926 0.243 0.533 0.220
O 3.719 -1.646 -3.730 0.429 0.966 -0.190
H 4.137 -1.624 -2.855 -0.143 0.026 -0.340
H 3.980 -0.795 -4.155 -0.286 -0.991 0.530
```
Forces are in eV/Å.

Output
- SMILES = C=C.O
- HOMO (eV) = -10.196
- multiplicity = 1
- energy above the lowest of the compared OMol25 structures with the same formula, charge and spin (kcal/mol) = 21.23

# C2H4N3O

A gas-phase ion, C2H4N3O (charge +1) (ωB97M-V/def2-TZVPD, the Open Molecules 2025 dataset).

Structure (XYZ):
```
10
Properties=species:S:1:pos:R:3:forces:R:3
C 1.559 -0.922 0.064 1.066 3.622 -2.453
N 0.256 -0.976 0.549 -2.052 -0.727 -0.697
C -0.817 -0.478 0.512 2.839 -1.490 0.693
N -0.953 0.973 -0.422 0.557 -0.204 -0.449
N -1.694 1.765 -0.694 0.666 -0.152 0.356
O -2.350 2.643 -0.962 -1.552 1.489 -0.628
H 1.705 0.293 -0.165 0.116 -3.096 0.264
H 2.137 -1.151 0.920 1.305 -0.502 0.316
H 1.803 -1.514 -0.910 -0.770 0.818 2.053
H -1.646 -0.632 1.109 -2.176 0.244 0.545
```
Forces are in eV/Å.

Output
- SMILES = C/N=C\N=[N+]=O
- HOMO (eV) = -15.870
- multiplicity = 1
- total charge = +1
- energy above the lowest of the compared OMol25 structures with the same formula, charge and spin (kcal/mol) = 111.83

# C3H3ClNO

2 unconnected molecules or ions with the total composition C3H3ClNO (ωB97M-V/def2-TZVPD, the Open Molecules 2025 dataset).

Structure (XYZ):
```
9
Properties=species:S:1:pos:R:3:forces:R:3
C -1.226 2.180 0.107 -1.032 -3.642 0.135
C -1.577 1.037 0.174 0.794 -1.065 -0.778
C 1.401 -0.301 -0.216 -2.462 -4.474 0.612
N 0.854 -1.342 -0.129 2.277 1.429 -0.226
O 0.475 -2.565 -0.381 -2.035 2.179 -1.994
Cl 1.884 1.128 0.133 0.803 1.710 0.035
H -1.114 3.149 0.237 0.607 4.103 0.289
H -1.616 -0.030 0.003 -0.566 0.593 0.349
H 0.918 -3.257 0.072 1.614 -0.832 1.578
```
Forces are in eV/Å.

Output
- HOMO (eV) = -14.476
- multiplicity = 1
- total charge = +1
- energy above the lowest of the compared OMol25 structures with the same formula, charge and spin (kcal/mol) = 98.10

# C37H43N7O3PRbS3

A molecular structure, C37H43N7O3PRbS3 (ωB97M-V/def2-TZVPD, the Open Molecules 2025 dataset).

Structure (XYZ):
```
95
Properties=species:S:1:pos:R:3:forces:R:3
Rb -22.388 -3.001 -8.801 0.147 -0.355 -0.098
C -19.658 -5.802 -6.526 -1.313 2.800 0.129
C -20.854 -6.200 -7.345 0.023 -0.473 -0.525
N -22.050 -6.023 -6.940 0.438 0.522 1.237
N -23.074 -6.528 -7.695 0.734 -1.003 -0.860
C -24.221 -5.980 -7.595 0.187 0.349 0.357
S -24.618 -4.575 -6.724 -0.702 0.565 0.118
S -25.552 -6.794 -8.479 0.457 -0.894 -0.286
C -24.621 -8.259 -9.141 0.582 0.612 -0.937
C -24.411 -9.450 -8.243 -0.405 -1.184 0.427
C -25.334 -9.855 -7.248 1.676 -0.458 -0.799
C -25.163 -11.083 -6.600 -0.109 0.400 0.174
C -24.133 -11.966 -6.920 -0.773 -0.572 0.332
C -23.249 -11.573 -7.913 -0.267 0.029 -0.117
C -23.363 -10.354 -8.547 -0.235 1.402 -0.353
C -20.466 -6.827 -8.624 -0.815 -0.904 0.304
C -20.236 -8.189 -8.699 -0.271 0.225 -0.383
C -19.798 -8.712 -9.900 0.607 -0.627 -0.037
C -19.627 -7.925 -11.016 -0.386 0.170 -0.684
C -19.956 -6.585 -10.962 0.378 -0.149 -0.576
C -20.313 -5.988 -9.743 0.854 1.723 0.336
O -20.346 -4.695 -9.586 -0.511 -0.435 -0.258
H -20.014 -5.535 -5.522 0.310 -0.090 -0.065
H -18.921 -6.557 -6.502 0.816 -0.884 -0.018
H -19.224 -4.848 -6.993 -0.387 -1.320 0.504
H -25.131 -8.650 -10.078 0.396 0.741 1.005
H -23.600 -7.843 -9.415 -1.226 -0.516 0.167
H -26.141 -9.210 -7.004 -0.558 0.448 0.243
H -25.864 -11.319 -5.807 -0.040 -0.208 -0.028
H -24.131 -12.987 -6.450 0.300 1.195 -0.503
H -22.510 -12.227 -8.301 0.744 -0.658 0.044
H -22.627 -10.051 -9.320 -0.522 -0.297 0.541
H -20.452 -8.904 -7.908 0.172 0.443 0.336
H -19.422 -9.706 -9.934 -0.112 -0.976 -0.032
H -19.297 -8.398 -11.950 -0.009 0.308 0.307
H -19.819 -5.938 -11.821 -0.064 0.039 -0.020
N -20.180 5.934 -14.472 0.091 -0.303 -0.146
C -20.574 4.793 -13.737 -0.578 0.200 0.503
C -21.415 4.940 -12.628 0.142 0.696 -0.154
C -21.859 3.852 -11.934 0.030 -0.921 -0.521
C -21.461 2.556 -12.336 -1.497 0.979 1.205
C -20.623 2.370 -13.382 0.823 1.090 -1.153
C -20.216 3.524 -14.099 0.264 -1.250 0.818
S -22.344 1.250 -11.534 -0.013 0.540 0.712
O -22.515 0.271 -12.564 -0.498 -0.808 -0.721
O -23.536 1.874 -10.971 0.276 -0.190 -0.363
N -21.503 0.744 -10.313 1.456 -1.422 0.047
C -20.398 -0.048 -10.598 -0.261 -0.065 0.979
N -19.692 0.103 -11.751 0.339 -0.601 0.893
C -18.662 -0.735 -11.923 0.181 -0.406 -0.368
C -18.322 -1.745 -11.037 -0.281 0.314 0.562
C -19.032 -1.770 -9.817 -0.413 0.351 -1.033
N -20.058 -0.953 -9.580 0.262 0.602 -1.066
H -19.895 6.691 -13.864 0.144 -0.083 -0.280
H -19.482 5.680 -15.165 -0.028 0.410 0.291
H -21.736 5.937 -12.355 -0.089 0.123 0.069
H -22.617 3.914 -11.165 0.203 0.163 0.114
H -20.227 1.393 -13.637 -0.370 0.150 -0.032
H -19.475 3.383 -14.839 0.588 -0.060 -1.036
H -18.050 -0.636 -12.854 -0.719 0.117 0.644
H -17.567 -2.490 -11.257 0.025 0.197 0.041
H -18.784 -2.521 -9.070 -0.196 0.120 0.038
C -19.635 -1.918 -3.976 -0.237 0.409 -0.645
C -20.612 -2.887 -3.804 0.225 -0.913 1.442
C -21.535 -3.176 -4.777 0.993 1.657 -0.957
N -21.543 -2.472 -5.932 -0.663 -0.824 0.228
C -20.659 -1.514 -6.115 0.353 0.643 0.178
C -19.691 -1.184 -5.150 1.255 0.584 -0.501
H -18.842 -1.727 -3.258 -0.252 -0.104 0.060
H -20.650 -3.500 -2.893 0.168 0.324 -0.319
H -22.223 -3.965 -4.640 -0.870 -0.674 -0.292
H -20.726 -0.973 -7.074 0.221 -0.197 0.449
H -18.889 -0.420 -5.364 -1.153 -0.806 0.155
C -27.866 -2.552 -8.991 0.151 -0.078 -1.442
C -26.877 -1.534 -8.427 -0.915 0.219 0.519
P -25.570 -1.142 -9.639 0.530 0.702 0.484
C -24.362 -0.281 -8.473 0.578 -0.828 0.874
C -24.836 0.921 -7.601 1.074 0.489 1.023
C -26.353 0.223 -10.606 0.055 0.934 0.150
C -27.032 1.415 -9.921 -0.677 -0.168 1.286
H -28.623 -2.838 -8.291 -0.323 -0.327 0.673
H -27.367 -3.459 -9.402 -0.144 0.532 0.614
H -28.422 -2.147 -9.851 0.136 0.149 0.084
H -26.405 -2.004 -7.563 0.218 0.075 0.054
H -27.414 -0.610 -8.058 0.499 -0.912 -0.384
H -23.459 -0.023 -9.068 -0.512 -0.004 0.467
H -24.070 -1.168 -7.790 -0.455 1.398 -0.763
H -24.781 1.866 -8.169 0.118 -0.486 0.236
H -24.302 1.131 -6.582 -0.255 -0.746 -1.930
H -25.850 0.794 -7.269 -0.679 -0.118 -0.076
H -27.049 -0.201 -11.308 -0.371 -0.531 -0.335
H -25.571 0.671 -11.221 0.243 -0.257 -0.004
H -27.905 1.208 -9.260 0.459 -0.521 -0.377
H -27.457 2.108 -10.632 0.215 0.328 -0.518
H -26.350 1.939 -9.252 0.023 0.142 -0.464
```
Forces are in eV/Å.

Output
- HOMO (eV) = -1.912
- multiplicity = 1
- total charge = -2
- energy above the lowest of the compared OMol25 structures with the same formula, charge and spin (kcal/mol) = 24.57

# CH5N3

CH5N3 in the gas phase (ωB97M-V/def2-TZVPD, the Open Molecules 2025 dataset).

Structure (XYZ):
```
9
Properties=species:S:1:pos:R:3:forces:R:3
H 0.658 -1.152 -0.229 1.056 -1.665 -1.095
N 1.582 -0.669 -0.191 -0.559 -0.403 1.179
C 1.001 0.418 0.002 3.203 5.301 0.546
N -0.360 0.637 -0.302 1.169 3.838 2.031
N -0.926 -0.538 -0.036 -2.221 -3.050 3.049
H 1.585 1.425 0.428 -1.423 -2.427 -1.523
H -0.717 1.630 0.037 0.462 -3.044 -0.306
H -1.644 -0.720 -0.617 -2.739 -0.874 -2.435
H -1.179 -1.030 0.909 1.052 2.325 -1.446
```
Forces are in eV/Å.

Output
- SMILES = [H]/N=C\NN
- HOMO (eV) = -9.198
- multiplicity = 1
- energy above the lowest of the compared OMol25 structures with the same formula, charge and spin (kcal/mol) = 86.56